This record from OMol25 describes 13 unconnected molecules or ions with the total composition C80H184N9O13 in a non-equilibrium geometry. The level of theory is ωB97M-V/def2-TZVPD.

## Properties
2S+1 = 1
Net charge = +5
Calculated total energy = -4627.75990 a.u.
E_HOMO = -14.66 eV
Kohn-Sham gap = 8.032 eV

```
286
Properties=species:S:1:pos:R:3:mulliken_charge:R:1
C 1.521 -2.468 -3.726 -1.517
C 1.606 -1.168 -4.474 1.735
C 2.803 -1.305 -5.412 -1.577
O 3.249 -0.028 -5.836 0.024
C 4.010 0.646 -4.825 -0.635
N 0.356 -0.755 -5.145 -0.396
H 0.592 -0.082 -5.895 0.026
H -0.083 -1.573 -5.512 0.316
H -0.842 0.007 -4.388 0.451
H 1.546 -3.344 -4.370 0.448
H 0.684 -2.769 -3.070 0.274
H 2.375 -2.475 -3.057 0.261
H 1.838 -0.331 -3.811 -0.456
H 2.681 -1.897 -6.327 0.317
H 3.635 -1.702 -4.856 0.535
H 3.397 1.358 -4.265 0.353
H 4.865 1.181 -5.235 0.451
H 4.429 -0.072 -4.063 -0.132
C 0.337 -0.929 -0.777 -0.371
C 1.070 0.301 -0.264 1.595
C 0.140 1.538 -0.196 -1.287
O 0.883 2.733 0.175 -0.182
C 0.348 3.408 1.337 -1.059
N 1.715 0.042 1.060 -0.029
H 1.281 -0.703 1.584 0.000
H 2.629 -0.365 0.846 -0.063
H -0.750 -1.762 2.671 0.328
H -0.198 -0.552 -1.612 -0.154
H -0.322 -1.301 0.013 0.233
H 0.999 -1.771 -1.028 -0.187
H 1.885 0.574 -0.899 -0.304
H -0.762 1.419 0.478 0.290
H -0.278 1.713 -1.137 0.393
H 0.956 4.231 1.624 0.281
H 0.307 2.758 2.161 0.441
H -0.672 3.803 1.211 0.377
C 4.752 1.567 6.870 -1.628
C 3.377 0.929 6.888 0.961
C 3.215 0.082 8.145 -0.954
O 1.947 -0.635 8.170 -0.275
C 1.916 -1.559 9.232 -0.761
N 2.322 1.848 6.619 -0.558
H 2.235 3.527 6.196 0.612
H 1.942 1.503 5.682 0.256
H 1.494 1.614 7.182 0.291
H 4.809 2.178 7.798 0.408
H 4.980 2.229 6.081 0.197
H 5.615 0.942 6.814 0.482
H 3.347 0.230 6.052 -0.237
H 3.220 0.767 8.951 0.468
H 4.078 -0.646 8.280 0.396
H 1.117 -2.266 8.988 0.195
H 1.701 -1.003 10.132 0.301
H 2.822 -2.142 9.222 0.371
C -5.788 10.824 -0.731 -1.150
C -5.084 9.469 -0.343 -0.735
C -3.915 9.601 0.754 -0.395
C -4.539 9.999 2.090 -0.972
N -3.704 10.438 3.262 0.364
C -4.627 10.624 4.436 -0.565
C -4.967 12.143 4.516 -0.771
C -4.251 12.779 3.337 -0.713
C -3.115 11.849 2.943 -0.493
C -2.568 9.432 3.611 -1.178
C -3.008 8.087 4.077 0.014
C -1.798 7.249 4.346 -1.699
H -6.323 11.277 0.107 0.337
H -6.513 10.555 -1.445 0.417
H -5.128 11.558 -1.215 0.295
H -4.567 9.104 -1.209 0.411
H -5.790 8.687 -0.058 0.378
H -3.132 10.352 0.481 0.298
H -3.405 8.620 0.702 0.272
H -5.164 9.125 2.399 0.379
H -5.219 10.865 1.946 0.390
H -4.004 10.227 5.313 0.447
H -5.469 9.983 4.324 0.361
H -4.494 12.514 5.424 0.369
H -6.013 12.393 4.705 0.355
H -3.872 13.768 3.615 0.467
H -4.897 12.894 2.450 0.283
H -2.280 12.056 3.606 0.465
H -2.805 11.912 1.928 0.394
H -2.071 9.900 4.459 0.567
H -1.943 9.271 2.745 0.425
H -3.502 7.579 3.220 0.201
H -3.755 8.144 4.862 0.433
H -2.042 6.188 4.505 0.485
H -1.331 7.487 5.289 0.404
H -1.118 7.284 3.521 0.445
C 7.094 -7.518 -2.389 -1.272
C 5.711 -6.871 -2.200 -0.734
C 5.409 -6.154 -0.891 -0.161
C 5.602 -7.067 0.283 -1.535
N 6.063 -6.548 1.597 0.402
C 7.452 -5.996 1.478 -0.357
C 8.038 -6.128 2.841 -0.626
C 7.262 -7.285 3.562 -0.738
C 6.103 -7.666 2.602 -0.455
C 5.201 -5.426 2.158 -0.748
C 3.704 -5.640 1.975 0.029
C 2.881 -4.487 2.455 -1.686
H 7.421 -8.197 -1.599 0.313
H 7.885 -6.757 -2.515 0.296
H 7.092 -8.110 -3.301 0.439
H 4.928 -7.656 -2.368 0.352
H 5.505 -6.190 -3.049 0.409
H 4.369 -5.868 -0.961 0.237
H 5.938 -5.232 -0.812 0.259
H 6.413 -7.731 0.125 0.967
H 4.734 -7.699 0.518 0.413
H 7.362 -4.988 1.130 0.198
H 7.974 -6.649 0.734 0.434
H 7.951 -5.214 3.402 0.358
H 9.161 -6.271 2.826 0.400
H 6.930 -6.916 4.547 0.307
H 7.859 -8.177 3.761 0.372
H 5.011 -7.775 2.935 0.318
H 6.339 -8.617 2.062 0.448
H 5.426 -4.493 1.608 -0.041
H 5.504 -5.286 3.166 0.620
H 3.428 -6.523 2.467 0.566
H 3.490 -5.859 0.917 0.211
H 3.227 -3.515 2.147 0.271
H 2.672 -4.527 3.528 0.413
H 1.896 -4.696 2.047 0.370
C 6.935 5.979 4.388 -1.351
C 7.109 4.654 3.650 -0.649
C 5.923 4.361 2.645 0.094
C 6.333 2.975 2.116 -1.323
N 5.115 2.125 1.552 1.085
C 4.230 1.699 2.660 0.754
C 5.021 0.463 3.276 -0.432
C 5.835 -0.218 2.215 -0.300
C 5.684 0.761 0.955 -0.822
C 4.344 2.912 0.525 0.091
C 5.123 2.975 -0.797 -0.009
C 4.242 3.417 -1.934 -1.130
H 6.835 6.860 3.759 0.355
H 7.707 6.319 5.046 0.433
H 6.030 5.931 5.015 0.196
H 7.256 3.877 4.418 0.350
H 7.998 4.604 3.054 0.470
H 6.061 5.145 1.892 0.443
H 4.963 4.536 3.112 -0.098
H 6.648 2.469 3.024 0.556
H 7.046 3.113 1.315 0.537
H 3.324 1.265 2.212 -0.516
H 3.993 2.450 3.451 -0.156
H 4.345 -0.174 3.877 0.359
H 5.713 0.799 4.025 0.310
H 5.516 -1.104 1.841 -0.379
H 6.856 -0.356 2.469 0.438
H 4.973 0.412 0.221 0.222
H 6.599 1.018 0.456 0.529
H 4.211 3.932 0.921 0.659
H 3.352 2.452 0.358 -0.610
H 5.540 1.956 -1.008 0.141
H 6.062 3.623 -0.643 0.179
H 3.547 2.584 -2.045 -0.002
H 4.745 3.537 -2.873 0.499
H 3.601 4.293 -1.704 0.329
C -7.895 -6.643 1.647 -1.292
C -9.303 -6.219 2.100 -0.413
C -9.553 -4.712 1.963 -0.296
C -10.811 -4.267 2.666 -1.328
N -11.129 -2.778 2.731 0.574
C -12.287 -2.544 3.748 -0.492
C -13.215 -1.663 2.990 -0.642
C -13.118 -2.127 1.544 -0.672
C -11.584 -2.264 1.330 -0.510
C -9.939 -1.950 3.135 -1.275
C -9.214 -2.396 4.349 -0.286
C -7.833 -1.768 4.415 -1.374
H -7.631 -6.135 0.733 0.309
H -7.817 -7.679 1.309 0.411
H -7.063 -6.517 2.392 0.301
H -9.396 -6.454 3.187 0.290
H -10.138 -6.676 1.502 0.326
H -9.597 -4.435 0.910 0.370
H -8.706 -4.152 2.421 0.201
H -10.916 -4.642 3.747 0.487
H -11.635 -4.689 2.111 0.534
H -11.918 -2.076 4.677 0.219
H -12.681 -3.504 3.982 0.435
H -12.924 -0.651 3.132 0.356
H -14.255 -1.683 3.310 0.419
H -13.493 -1.527 0.758 0.460
H -13.324 -3.183 1.441 0.326
H -11.071 -1.314 1.197 0.390
H -11.255 -2.977 0.556 0.279
H -10.335 -0.932 3.222 0.551
H -9.253 -2.143 2.305 0.528
H -9.177 -3.494 4.358 0.400
H -9.763 -2.101 5.248 0.356
H -7.875 -0.683 4.732 0.324
H -7.361 -1.956 3.455 0.341
H -7.276 -2.244 5.212 0.395
C 4.525 4.250 -11.158 -1.404
C 3.296 3.526 -10.741 -0.211
N 3.346 2.938 -9.361 0.403
C 4.171 1.725 -9.376 -1.110
C 3.839 3.882 -8.225 -0.234
C 5.257 4.405 -8.219 -1.373
C 1.925 2.530 -9.024 -1.068
C 1.627 1.559 -7.826 -0.677
O 1.379 2.117 -6.498 0.040
C 0.200 2.880 -6.340 -0.839
H 5.443 3.731 -11.013 0.363
H 4.558 5.320 -10.846 0.324
H 4.407 4.313 -12.245 0.436
H 3.177 2.605 -11.332 0.400
H 2.295 3.990 -10.875 0.429
H 4.436 1.248 -8.404 0.200
H 5.136 1.860 -9.807 0.510
H 3.739 1.002 -10.055 0.461
H 3.578 3.427 -7.230 0.220
H 3.051 4.662 -8.183 0.450
H 5.921 3.659 -8.589 0.365
H 5.497 4.777 -7.224 0.380
H 5.413 5.248 -8.848 0.397
H 1.629 1.947 -9.886 0.428
H 1.322 3.421 -8.971 0.475
H 2.422 0.840 -7.625 0.307
H 0.744 0.977 -8.083 0.478
H 0.133 3.639 -7.132 0.253
H 0.165 3.377 -5.392 0.277
H -0.733 2.288 -6.436 0.344
C -3.521 -9.939 -5.894 -1.177
C -3.344 -8.436 -5.764 -0.460
N -4.117 -7.755 -4.724 0.102
C -5.499 -7.736 -5.242 -1.144
C -4.127 -8.382 -3.365 -0.641
C -2.805 -8.697 -2.747 -1.338
C -3.555 -6.274 -4.672 -0.935
C -4.431 -5.217 -3.989 -0.249
O -4.522 -5.342 -2.588 -0.259
C -4.185 -4.110 -1.907 -0.936
H -3.103 -10.345 -4.950 0.294
H -2.926 -10.327 -6.775 0.369
H -4.527 -10.348 -5.995 0.310
H -3.667 -7.958 -6.677 0.465
H -2.295 -8.253 -5.610 0.469
H -6.105 -7.359 -4.430 0.478
H -5.869 -8.698 -5.425 0.447
H -5.586 -7.013 -6.031 0.385
H -4.678 -9.327 -3.512 0.555
H -4.780 -7.766 -2.821 0.645
H -2.966 -9.234 -1.806 0.394
H -2.210 -7.847 -2.564 0.360
H -2.234 -9.308 -3.384 0.347
H -3.355 -5.936 -5.640 0.596
H -2.682 -6.397 -4.118 0.274
H -5.438 -5.250 -4.392 0.293
H -4.016 -4.201 -4.269 0.288
H -4.632 -3.306 -2.451 0.384
H -3.121 -3.943 -1.801 0.374
H -4.669 -4.126 -0.952 0.306
C -3.599 0.107 -2.814 -1.172
C -2.418 -0.383 -3.591 0.844
O -2.475 -1.493 -4.122 -0.628
O -1.475 0.454 -3.790 -0.412
H -3.346 1.029 -2.306 0.290
H -3.973 -0.668 -2.139 0.263
H -4.301 0.249 -3.652 0.352
C 2.132 6.441 4.839 -0.817
C 2.384 5.018 4.962 0.607
O 1.841 4.452 6.042 -0.551
O 3.109 4.356 4.224 -0.498
H 1.084 6.732 4.868 -0.033
H 2.564 6.699 3.857 0.278
H 2.668 6.955 5.652 0.317
C -0.511 -3.409 5.421 -1.110
C -0.102 -2.799 4.047 0.803
O -1.152 -2.300 3.366 -0.504
O 0.984 -2.748 3.589 -0.429
H -1.517 -3.869 5.245 0.345
H -0.715 -2.736 6.260 0.288
H 0.333 -4.047 5.700 0.274
C 5.784 -1.816 -1.779 -0.943
C 4.713 -2.149 -0.750 0.154
O 4.887 -3.262 -0.119 -0.464
O 3.906 -1.268 -0.507 -0.444
H 5.558 -0.864 -2.292 -0.087
H 5.963 -2.623 -2.540 0.324
H 6.716 -1.864 -1.229 0.343
```